(1)
{
  "formula": "C42H50N4O2P2SbSe4Y",
  "method": "the ωB97M-V functional and the def2-TZVPD basis",
  "symbols": ["Y", "O", "C", "O", "C", "C", "C", "N", "C", "C", "C", "C", "C", "C", "C", "N", "C", "C", "C", "C", "C", "N", "H", "H", "H", "H", "H", "H", "H", "H", "H", "H", "C", "C", "C", "P", "C", "C", "C", "C", "C", "C", "C", "C", "C", "C", "N", "C", "C", "C", "C", "C", "C", "C", "P", "C", "C", "C", "C", "C", "C", "H", "H", "H", "H", "H", "H", "H", "H", "H", "H", "H", "H", "H", "H", "H", "H", "H", "H", "H", "H", "H", "H", "H", "H", "H", "H", "H", "H", "H", "H", "H", "H", "H", "H", "H", "H", "H", "H", "H", "H", "Se", "Sb", "Se", "Se", "Se"],
  "coordinates": [[0.6209, 0.3550, -0.6430], [-0.7139, 5.3118, -6.1069], [-0.4491, 4.1042, -6.2435], [-0.3641, 3.3961, -7.2661], [-0.2978, 3.3250, -4.9163], [-0.5364, 1.9583, -4.8819], [-0.5117, 1.3123, -3.6563], [-0.1248, 1.8978, -2.5220], [0.1904, 3.1944, -2.5645], [0.0516, 3.9446, -3.7276], [0.6842, 3.7901, -1.2977], [1.5433, 4.8792, -1.3231], [1.9673, 5.4174, -0.1218], [1.5176, 4.8601, 1.0613], [0.6939, 3.7494, 0.9877], [0.2680, 3.2199, -0.1610], [-0.8711, -0.1243, -3.5812], [-1.5432, -0.7682, -4.6213], [-1.9050, -2.0928, -4.4785], [-1.6073, -2.7639, -3.3042], [-0.9209, -2.0728, -2.3250], [-0.5398, -0.8041, -2.4737], [-0.7291, 1.4619, -5.8208], [0.2074, 5.0146, -3.7281], [1.9006, 5.2617, -2.2687], [2.6640, 6.2462, -0.1089], [1.8435, 5.2120, 2.0307], [0.3797, 3.2524, 1.8976], [-1.8075, -0.2281, -5.5169], [-2.4347, -2.5959, -5.2780], [-1.9001, -3.7927, -3.1473], [-0.6545, -2.5344, -1.3798], [3.8484, -4.3277, -1.2932], [2.5992, -3.4661, -1.5085], [1.4479, -4.3865, -1.9273], [2.1769, -2.2031, -0.1518], [3.7140, -2.2898, 0.8991], [3.4830, -1.8423, 2.3440], [4.8960, -1.5559, 0.2505], [1.0074, -3.0068, 0.9965], [1.2116, -4.3127, 1.4556], [0.4958, -4.8738, 2.4960], [0.7471, -6.2810, 2.9676], [-0.4563, -4.0562, 3.1141], [-0.6805, -2.7660, 2.6930], [0.0300, -2.1910, 1.6102], [-0.2638, -0.9205, 1.1557], [-0.6539, 0.0566, 2.0808], [0.0038, 0.1883, 3.3210], [-0.2607, 1.2277, 4.1814], [-1.2168, 2.1991, 3.8637], [-1.4709, 3.3610, 4.7815], [-1.8622, 2.0807, 2.6499], [-1.6170, 1.0309, 1.7516], [-2.2710, 1.0212, 0.0530], [-3.4272, 2.4722, -0.1534], [-4.5283, 2.6326, 0.9192], [-2.7588, 3.8145, -0.4415], [-3.6096, -0.2950, 0.0093], [-3.2520, -1.6132, 0.6822], [-4.0482, -0.5410, -1.4365], [4.0754, -4.8508, -2.2267], [3.6863, -5.0903, -0.5265], [4.7274, -3.7506, -1.0180], [2.8106, -2.8053, -2.3549], [0.9565, -4.8554, -1.0741], [1.8394, -5.1831, -2.5670], [0.6943, -3.8647, -2.5064], [3.9382, -3.3591, 0.9367], [2.9658, -0.8854, 2.3891], [4.4519, -1.7022, 2.8307], [2.9159, -2.5839, 2.9095], [4.9294, -0.5232, 0.5916], [4.8325, -1.5147, -0.8384], [5.8324, -2.0502, 0.5279], [1.9965, -4.9058, 0.9935], [1.5542, -6.7421, 2.3961], [-0.1393, -6.9118, 2.8563], [1.0326, -6.3071, 4.0223], [-1.0344, -4.4444, 3.9480], [-1.4163, -2.1597, 3.2059], [0.7840, -0.5235, 3.5636], [0.3220, 1.3351, 5.0886], [-1.9167, 3.0359, 5.7259], [-2.1481, 4.0820, 4.3193], [-0.5288, 3.8641, 5.0116], [-2.5682, 2.8529, 2.3780], [-3.9173, 2.1763, -1.0846], [-4.3866, 3.5660, 1.4666], [-4.5451, 1.8313, 1.6572], [-5.5172, 2.6795, 0.4572], [-2.1698, 4.1636, 0.4062], [-3.5326, 4.5593, -0.6502], [-2.0989, 3.7591, -1.3042], [-4.4637, 0.1180, 0.5534], [-2.4279, -2.1189, 0.1793], [-4.1235, -2.2761, 0.6683], [-2.9537, -1.4645, 1.7185], [-3.2694, -1.0602, -1.9958], [-4.2827, 0.3764, -1.9787], [-4.9430, -1.1704, -1.4547], [2.3298, 3.9961, 4.7345], [3.8162, 2.3783, 3.7192], [2.8963, 1.2904, 0.7864], [3.0801, 1.2271, -1.7221], [6.0100, 3.2684, 3.3839]],
  "forces_ev_per_a": [[0.73, 1.34, 0.62], [0.23, 0.00, 0.01], [-0.43, -0.06, -0.05], [0.09, 0.04, 0.02], [0.16, -0.02, 0.04], [-0.03, 0.33, 0.20], [0.08, -0.40, -0.46], [-0.03, -0.21, -0.10], [0.02, -0.03, 0.06], [-0.03, 0.05, 0.00], [-0.11, 0.05, -0.01], [-0.06, 0.04, -0.01], [0.03, 0.02, 0.03], [-0.02, 0.01, 0.01], [-0.08, -0.04, 0.03], [0.34, -0.25, -0.09], [0.04, -0.27, -0.09], [-0.12, 0.03, 0.08], [-0.03, -0.01, -0.09], [0.00, -0.05, 0.10], [0.02, 0.06, -0.06], [-0.07, 0.09, 0.03], [-0.05, 0.00, 0.00], [0.00, 0.00, -0.01], [0.01, 0.00, 0.01], [-0.01, 0.00, 0.00], [0.00, 0.00, 0.03], [0.03, -0.03, 0.01], [0.00, 0.03, 0.01], [0.00, 0.01, 0.00], [0.03, 0.00, 0.02], [-0.03, -0.03, 0.00], [-0.01, -0.03, 0.03], [0.08, 0.03, 0.01], [-0.01, 0.01, -0.01], [-0.22, -0.02, -0.08], [0.02, 0.01, 0.02], [0.01, -0.02, 0.03], [0.00, 0.00, 0.00], [0.04, -0.14, 0.00], [0.01, -0.01, -0.04], [-0.03, 0.03, 0.01], [0.01, -0.01, 0.00], [0.00, -0.01, -0.01], [0.01, 0.00, -0.01], [-0.15, 0.05, 0.03], [0.19, 0.01, -0.26], [0.04, -0.02, 0.19], [0.04, -0.05, -0.05], [-0.03, 0.03, 0.03], [0.04, -0.03, 0.01], [-0.03, 0.02, 0.01], [-0.09, -0.02, -0.05], [-0.02, 0.10, 0.02], [-0.25, -0.40, -0.10], [0.03, 0.02, 0.09], [-0.01, 0.01, 0.00], [-0.01, 0.00, 0.00], [-0.06, 0.05, 0.05], [0.00, 0.00, -0.01], [-0.01, 0.00, -0.02], [-0.01, -0.01, 0.01], [0.01, 0.01, 0.00], [0.00, 0.00, -0.01], [0.05, 0.01, 0.00], [0.01, -0.01, 0.01], [0.00, 0.01, 0.00], [-0.03, 0.04, -0.01], [-0.01, -0.01, 0.00], [0.02, 0.01, 0.00], [0.00, -0.02, 0.01], [-0.02, 0.00, -0.01], [-0.01, 0.00, -0.01], [0.01, -0.03, 0.00], [0.00, 0.02, 0.01], [0.00, 0.01, 0.00], [0.00, 0.00, 0.00], [0.00, 0.01, 0.00], [0.00, 0.01, 0.00], [0.01, 0.00, 0.00], [0.01, -0.01, 0.01], [0.00, 0.00, 0.00], [0.00, 0.00, 0.00], [0.01, -0.01, -0.01], [-0.01, -0.01, 0.00], [0.00, -0.02, 0.00], [0.01, 0.02, -0.02], [-0.02, -0.01, -0.01], [0.00, 0.00, 0.00], [0.00, -0.01, -0.01], [0.01, 0.01, -0.01], [0.00, 0.01, 0.01], [0.01, 0.00, -0.01], [0.01, 0.00, -0.01], [0.00, 0.01, -0.01], [-0.01, 0.00, 0.00], [0.01, -0.01, 0.00], [-0.01, 0.01, 0.00], [0.00, 0.01, 0.01], [-0.01, 0.01, 0.01], [0.01, -0.01, 0.00], [-0.02, 0.18, 0.03], [-0.04, -0.23, 0.02], [-0.14, -0.18, -1.34], [-0.21, -0.22, 1.07], [0.07, 0.10, 0.05]],
  "mulliken_charge": [-0.71, -0.72, 0.33, -0.74, -0.74, -1.06, 0.56, 1.45, 0.54, -1.10, 0.31, -1.01, -0.97, -0.78, -0.31, 0.40, 0.55, -0.97, -0.84, -0.99, -1.02, 0.96, 0.62, 0.77, 0.58, 0.38, 0.42, 0.25, 0.45, 0.40, 0.45, 0.95, -1.73, 0.53, -1.00, 1.71, 0.66, -1.51, -1.85, -0.20, -0.32, 0.77, -1.78, -1.10, 0.04, -1.16, 1.07, -0.43, -0.14, -0.66, 0.59, -1.60, -0.40, -0.25, 2.27, 0.33, -2.00, -1.13, 0.59, -1.38, -1.40, 0.54, 0.20, 0.36, 0.57, 0.14, 0.51, 0.08, 0.54, -0.05, 0.58, 0.23, 0.43, 0.37, 0.39, -0.02, 0.37, 0.33, 0.33, 0.33, 0.34, 0.41, 0.38, 0.37, 0.37, 0.15, -0.10, 0.64, 0.54, 0.43, 0.22, 0.14, 0.55, 0.14, 0.59, -0.02, 0.57, 0.30, 0.26, 0.29, 0.50, -0.71, 0.49, -0.61, -0.68, -0.70],
  "total_charge": -2,
  "orbital_gap_ev": 5.17,
  "e_above_lowest_ev": 0.429
}



(2)
{
  "formula": "C42H50N8O15",
  "method": "the ωB97M-V functional and the def2-TZVPD basis",
  "symbols": ["C", "C", "C", "C", "C", "C", "N", "O", "C", "C", "C", "H", "H", "H", "H", "H", "H", "H", "H", "H", "H", "H", "H", "H", "H", "H", "H", "H", "H", "N", "O", "O", "O", "C", "C", "C", "C", "C", "C", "N", "O", "O", "H", "H", "H", "H", "H", "C", "C", "C", "C", "C", "C", "N", "O", "O", "H", "H", "H", "H", "H", "C", "C", "C", "C", "C", "C", "N", "O", "O", "H", "H", "H", "H", "H", "C", "C", "C", "C", "C", "C", "N", "O", "O", "H", "H", "H", "H", "H", "C", "C", "C", "C", "C", "C", "N", "O", "O", "H", "H", "H", "H", "H", "C", "O", "N", "C", "C", "H", "H", "H", "H", "H", "H", "H"],
  "coordinates": [[1.7720, 46.2050, 13.8910], [2.6430, 47.4250, 13.3760], [2.7000, 47.4100, 11.7510], [2.8600, 48.7830, 11.1740], [1.9520, 49.9020, 11.7530], [2.1920, 49.9980, 13.2950], [1.9710, 48.6530, 13.9060], [1.5500, 48.7070, 15.0100], [1.0230, 50.9160, 13.9320], [3.4270, 50.6380, 13.8030], [4.1150, 47.3010, 13.8720], [0.8200, 46.6190, 13.5670], [2.1880, 45.9340, 14.8530], [2.0640, 45.2070, 13.3900], [1.6230, 47.1140, 11.4040], [3.3600, 46.8320, 11.3900], [2.6440, 48.7260, 10.1680], [3.8490, 49.0690, 11.2290], [0.8480, 49.7260, 11.6150], [2.3810, 50.7890, 11.3670], [0.1870, 50.5910, 13.4880], [0.9740, 51.7890, 13.4070], [1.0870, 51.1700, 15.0960], [3.3200, 51.6670, 13.6820], [4.3350, 50.2480, 13.2930], [3.6170, 50.4600, 14.8160], [4.7110, 48.1610, 13.8180], [4.5500, 46.3030, 13.4800], [4.2330, 46.8470, 15.0010], [7.2360, 49.8440, 12.3480], [7.7400, 48.7710, 12.6640], [7.1750, 50.7290, 13.1610], [6.5030, 49.7980, 11.4050], [3.5770, 53.1090, 10.2490], [4.6900, 52.0540, 9.8950], [4.3610, 51.0630, 8.7570], [3.1860, 51.3020, 7.7650], [2.0530, 52.2040, 8.2770], [2.3290, 53.2040, 9.5180], [2.9050, 50.5290, 6.6360], [3.9130, 49.8250, 6.1580], [1.9260, 50.9290, 5.9870], [3.8640, 53.7460, 11.1010], [5.4400, 51.7910, 10.6420], [4.7340, 50.2370, 8.4520], [1.2730, 52.3450, 7.7110], [1.3900, 54.0520, 9.6340], [7.6630, 54.2970, 12.1900], [7.6780, 54.3900, 13.7330], [7.4800, 55.7820, 14.2870], [7.5100, 57.0320, 13.4820], [7.6350, 56.9300, 11.9180], [7.5250, 55.4240, 11.3720], [7.5140, 58.3660, 14.0690], [7.1420, 58.4870, 15.3040], [7.7950, 59.2840, 13.3610], [7.3680, 53.4320, 11.4660], [8.0160, 53.3390, 14.0650], [7.4300, 55.7990, 15.4290], [7.5860, 57.6420, 11.1820], [7.1730, 55.2920, 10.3000], [6.0060, 49.5660, 16.5490], [5.5170, 51.0080, 16.8160], [4.4280, 51.1640, 17.9190], [3.8640, 50.0740, 18.7670], [4.4960, 48.6580, 18.5580], [5.4650, 48.5430, 17.4050], [3.0010, 50.4490, 19.8650], [2.7380, 49.5140, 20.7320], [2.4960, 51.5180, 19.9010], [6.9910, 49.1920, 15.6180], [5.8580, 51.7760, 16.2050], [4.3040, 52.2970, 17.9510], [4.1810, 47.7300, 19.0330], [5.9910, 47.5500, 17.1030], [4.6480, 46.4740, 8.8470], [5.6410, 46.8620, 9.8050], [6.1780, 45.7850, 10.8860], [5.5870, 44.3860, 10.7180], [4.5350, 44.0920, 9.6040], [4.0810, 45.2910, 8.7090], [6.1600, 43.3460, 11.5340], [5.7020, 42.1810, 11.2580], [6.5510, 43.7470, 12.6690], [4.2310, 47.2470, 8.1520], [6.1350, 47.7710, 9.8420], [6.8060, 45.8210, 11.7470], [4.1530, 43.0260, 9.2200], [3.3400, 45.0040, 7.8840], [9.6990, 47.0700, 16.3820], [9.4480, 46.3770, 14.9660], [9.2150, 44.8930, 15.0510], [8.7190, 44.2210, 16.3240], [8.7380, 45.1130, 17.6290], [9.4070, 46.5300, 17.5450], [8.1490, 42.8190, 16.4550], [7.4830, 42.5420, 17.4850], [8.3750, 42.0600, 15.5520], [9.8340, 48.0410, 16.3180], [9.5320, 46.8660, 13.8630], [9.1870, 44.2270, 14.2960], [8.5280, 44.8320, 18.5780], [9.3820, 47.0270, 18.6850], [10.1100, 50.9530, 14.9130], [10.3480, 50.7490, 16.1220], [11.0340, 51.2100, 14.0460], [10.5670, 51.4710, 12.6440], [12.5050, 51.3930, 14.2030], [9.0000, 50.9230, 14.6910], [10.1330, 52.4360, 12.4560], [10.1000, 50.5360, 12.4050], [11.3470, 51.4780, 11.9450], [12.6050, 51.8820, 15.1670], [13.1850, 51.8810, 13.5530], [12.9380, 50.3740, 14.2410]],
  "forces_ev_per_a": [[2.65, -0.21, -1.95], [0.81, -2.90, -1.82], [-8.40, 4.92, 3.81], [-1.69, 0.40, 1.49], [0.71, -2.03, 1.82], [-3.78, 1.77, -0.27], [2.53, 1.31, 1.11], [-0.48, -1.63, -0.11], [3.51, -0.90, 2.91], [2.54, -2.14, -1.56], [-0.35, -4.09, 3.26], [-0.85, -1.32, 1.19], [-1.47, 0.66, 1.05], [-0.66, 1.91, -0.27], [1.83, -0.13, 0.64], [4.85, -4.72, -2.10], [-0.41, -0.16, -2.44], [2.37, 0.95, 0.29], [1.14, 0.39, -0.37], [-0.43, 1.27, -0.71], [-3.99, -2.26, -0.15], [1.20, 3.03, -1.23], [-0.39, -1.00, -2.79], [0.05, 1.70, -0.48], [-0.34, 0.62, 0.01], [-0.10, -0.35, 1.77], [1.07, 0.91, -0.55], [-0.55, 2.08, -0.63], [-0.95, 1.90, -2.04], [-1.50, -3.55, 2.37], [2.84, -1.75, 0.75], [0.68, 3.74, 1.70], [-2.39, 1.57, -4.70], [0.80, -2.30, -2.28], [-5.37, -1.49, -2.86], [-5.00, 8.92, 1.69], [-1.51, 3.40, 8.02], [9.20, 0.32, 4.66], [-0.69, -1.40, -2.55], [3.06, 0.30, -4.05], [-4.04, 1.54, 1.79], [1.15, -2.12, 0.53], [-0.55, -0.14, -0.57], [0.09, 0.11, -0.40], [4.03, -5.35, -1.14], [-4.32, 0.70, -2.75], [3.20, -2.64, 0.12], [-2.01, 1.14, 0.32], [0.43, 2.08, -4.22], [1.26, -2.16, -0.24], [0.68, -3.46, -4.47], [-1.24, -6.99, 5.24], [-0.09, 4.04, 1.68], [-1.74, -0.42, 3.83], [1.23, -0.68, -3.61], [0.32, 0.59, -0.41], [1.17, 0.48, 2.46], [-1.14, 2.17, 0.91], [0.09, 0.53, -1.88], [-0.02, 2.16, -1.00], [1.02, 0.36, 1.37], [0.19, 2.15, 0.06], [-2.43, -6.83, 3.19], [2.66, -0.25, -2.15], [4.69, -1.18, -3.18], [0.40, 3.88, -3.20], [0.20, -0.46, 0.50], [-1.02, -4.68, 2.46], [1.14, 2.55, -2.63], [-0.23, 1.60, -0.19], [-3.51, 1.57, 3.10], [0.40, 1.54, -0.61], [-0.85, -1.88, 0.89], [-0.02, 0.62, 0.26], [-1.50, 1.34, 1.27], [1.52, 4.33, 0.62], [0.42, -6.04, 3.10], [-4.93, -1.42, -5.04], [-1.14, 3.81, -4.60], [1.30, 2.02, -0.61], [-0.35, -7.53, 1.92], [-4.25, -1.70, 2.58], [2.70, 2.77, 0.97], [0.37, -1.73, -2.66], [0.89, -0.36, 0.62], [0.51, 1.85, 0.05], [0.70, 1.02, 0.09], [1.10, 2.51, 1.63], [1.18, 0.72, 1.43], [-1.85, -3.77, -6.01], [0.57, -3.02, 2.27], [-1.47, 3.64, 4.93], [0.96, 5.37, 3.51], [3.22, 1.32, -7.55], [-3.32, -4.85, 5.01], [-0.48, 1.06, 1.49], [1.44, 0.82, -2.05], [0.05, -0.22, -0.28], [1.33, 4.72, -0.30], [0.04, -0.97, 3.22], [-0.03, -1.57, -3.12], [-1.07, -1.45, 2.47], [0.48, -0.89, -3.65], [-1.56, -0.68, 4.81], [0.13, -0.01, -0.83], [2.02, 2.47, -5.70], [0.29, -1.22, 1.29], [-1.01, -2.30, 3.18], [1.31, 0.13, -1.19], [-1.15, 0.11, 0.39], [-1.56, 0.21, -0.65], [1.90, -0.09, -0.50], [0.44, -0.26, 0.32], [-0.79, 1.10, -1.63], [-0.10, 0.40, 0.48]],
  "mulliken_charge": [-1.51, 1.22, -1.05, -0.36, -0.66, 1.62, 0.94, -0.38, -1.98, -2.26, -1.07, 0.51, 0.40, 0.30, 0.29, 0.30, 0.94, -0.06, 0.50, -0.29, 0.72, 0.63, 0.23, 0.73, -0.07, 0.70, 0.15, 0.28, 0.20, 0.66, -0.57, -0.33, -0.60, -0.32, -0.37, -0.59, -0.26, -0.58, -0.52, 0.85, -0.53, -0.55, 0.51, 0.40, 0.95, 0.78, 0.21, -0.03, -0.13, -0.41, 0.12, -0.57, -0.49, 0.88, -0.56, -0.54, 0.19, 0.36, 0.35, 0.48, 0.36, 0.37, -0.93, -0.25, 0.03, -0.69, -0.24, 0.91, -0.58, -0.54, -0.07, 0.85, 0.30, 0.45, 0.36, -0.13, -0.76, -0.89, 0.27, -0.44, -0.35, 0.77, -0.51, -0.44, 0.32, 0.64, 0.83, 0.31, 0.34, -0.58, 0.10, -0.78, 0.07, -0.48, -0.41, 0.93, -0.58, -0.54, 0.67, 0.21, 0.59, 0.57, 0.22, 0.31, -0.76, 0.12, -0.93, -1.00, 0.23, 0.19, 0.29, 0.48, 0.33, 0.40, 0.31],
  "orbital_gap_ev": 4.79
}